1.
{
  "formula": "CH6O4",
  "method": "ωB97M-V/def2-TZVPD",
  "homo_ev": -10.1,
  "charge": 0,
  "multiplicity": 1,
  "gap_ev": 4.7565,
  "elements": ["O", "C", "O", "H", "H", "H", "H", "O", "H", "H", "O"],
  "xyz": [[-1.538, -0.710, -0.258], [-1.213, -0.351, 0.928], [-0.039, 0.397, 1.101], [-2.018, 0.248, 1.403], [0.826, 0.151, 0.642], [0.923, 0.461, -1.500], [-1.158, -1.187, 1.708], [0.041, 0.771, -1.850], [-0.653, 0.196, -1.495], [2.828, 0.261, -0.320], [2.001, -0.237, -0.358]],
  "nbo_charge": [-0.373, 0.130, -0.566, 0.329, 0.521, 0.505, 0.327, -0.867, 0.478, 0.452, -0.938]
}

***

2.
{
  "formula": "CH6O4",
  "method": "ωB97M-V/def2-TZVPD",
  "homo_ev": -10.5,
  "charge": 0,
  "multiplicity": 1,
  "smiles": "O=CO.O.O",
  "gap_ev": 10.7814,
  "elements": ["O", "C", "O", "H", "H", "O", "H", "H", "O", "H", "H"],
  "xyz": [[0.993, 0.434, -1.193], [0.685, -0.711, -1.263], [-0.600, -1.107, -1.151], [1.293, -1.572, -1.519], [-0.724, -2.019, -1.440], [-0.860, -1.310, 5.202], [-0.478, -1.933, 5.833], [-0.242, -0.731, 4.742], [-0.077, 2.633, -2.383], [-0.163, 3.348, -1.753], [0.352, 1.801, -2.077]],
  "nbo_charge": [-0.572, 0.672, -0.669, 0.099, 0.489, -0.963, 0.481, 0.482, -0.993, 0.475, 0.499]
}

***

The winner here is 2, beating the second structure by 6.789 eV.

***

1.
{
  "formula": "C2H4F2NO",
  "method": "ωB97M-V/def2-TZVPD",
  "homo_ev": -1.5,
  "charge": -1,
  "multiplicity": 1,
  "smiles": "CC(F)(F)N[O-]",
  "gap_ev": 5.9737,
  "elements": ["C", "C", "F", "F", "N", "O", "H", "H", "H", "H"],
  "xyz": [[-0.234, -1.162, 0.036], [-0.338, 0.225, -0.531], [0.317, 0.436, -1.871], [-1.611, 0.514, -0.675], [0.324, 1.473, 0.635], [1.063, 0.830, 1.503], [-1.242, -1.493, 0.305], [0.336, -1.894, -0.473], [0.283, -1.024, 0.988], [1.101, 2.096, 0.084]],
  "nbo_charge": [-0.752, 0.712, -0.449, -0.359, -0.312, -0.772, 0.204, 0.209, 0.278, 0.242]
}

***

2.
{
  "formula": "C2H4F2NO",
  "method": "ωB97M-V/def2-TZVPD",
  "homo_ev": -2.4,
  "charge": -1,
  "multiplicity": 1,
  "gap_ev": 6.6493,
  "elements": ["C", "C", "N", "O", "F", "F", "H", "H", "H", "H"],
  "xyz": [[-0.161, -0.308, -0.529], [-1.005, -0.199, 0.760], [-1.026, 1.003, 1.431], [-2.127, 1.272, 2.194], [-2.226, -0.760, 0.565], [-0.344, -1.708, 1.553], [0.018, -1.345, -0.460], [-0.663, -0.074, -1.494], [0.835, 0.256, -0.486], [-0.245, 1.552, 1.696]],
  "nbo_charge": [-0.691, 0.767, -0.307, -0.762, -0.328, -0.684, 0.251, 0.200, 0.197, 0.356]
}

***

The winner here is 2, beating the second structure by 0.773 eV.

***

1.
{
  "formula": "C21H25NO4",
  "method": "ωB97M-V/def2-TZVPD",
  "homo_ev": -8.3,
  "charge": 0,
  "multiplicity": 1,
  "smiles": "COc1cc(CC(=O)N[C@H]2CCCc3ccccc32)cc(OC)c1OC",
  "gap_ev": 8.9156,
  "elements": ["C", "O", "C", "C", "C", "C", "C", "O", "N", "C", "C", "C", "C", "C", "C", "C", "C", "C", "C", "C", "C", "O", "C", "C", "O", "C", "H", "H", "H", "H", "H", "H", "H", "H", "H", "H", "H", "H", "H", "H", "H", "H", "H", "H", "H", "H", "H", "H", "H", "H", "H"],
  "xyz": [[0.329, 2.075, 2.248], [1.436, 1.601, 1.526], [1.447, 0.290, 1.136], [0.537, -0.650, 1.589], [0.567, -1.954, 1.100], [-0.520, -2.931, 1.457], [-1.574, -2.755, 0.359], [-1.758, -3.560, -0.525], [-2.247, -1.585, 0.469], [-2.851, -0.918, -0.680], [-4.174, -0.265, -0.288], [-3.932, 0.979, 0.561], [-3.158, 2.014, -0.249], [-1.929, 1.437, -0.899], [-0.884, 2.279, -1.266], [0.238, 1.790, -1.905], [0.325, 0.440, -2.202], [-0.701, -0.407, -1.836], [-1.830, 0.078, -1.183], [1.529, -2.298, 0.176], [2.485, -1.380, -0.266], [3.350, -1.897, -1.176], [4.385, -1.123, -1.740], [2.448, -0.067, 0.213], [3.332, 0.890, -0.255], [4.196, 1.458, 0.709], [0.472, 3.152, 2.330], [-0.606, 1.875, 1.716], [0.283, 1.644, 3.254], [-0.195, -0.375, 2.333], [-0.154, -3.955, 1.429], [-0.949, -2.717, 2.436], [-1.930, -0.953, 1.188], [-3.019, -1.703, -1.425], [-4.781, -0.989, 0.257], [-4.710, 0.017, -1.195], [-4.885, 1.402, 0.884], [-3.371, 0.713, 1.460], [-2.881, 2.863, 0.381], [-3.808, 2.401, -1.041], [-0.957, 3.334, -1.038], [1.046, 2.457, -2.166], [1.192, 0.049, -2.711], [-0.633, -1.464, -2.048], [1.564, -3.292, -0.239], [5.125, -0.829, -0.992], [4.858, -1.778, -2.473], [4.001, -0.230, -2.236], [4.788, 0.684, 1.212], [4.859, 2.120, 0.156], [3.646, 2.032, 1.457]],
  "nbo_charge": [-0.249, -0.515, 0.365, -0.366, 0.031, -0.518, 0.704, -0.619, -0.626, -0.097, -0.398, -0.391, -0.427, -0.046, -0.209, -0.206, -0.211, -0.214, 0.031, -0.280, 0.303, -0.494, -0.237, 0.136, -0.527, -0.249, 0.201, 0.181, 0.173, 0.208, 0.243, 0.221, 0.389, 0.244, 0.220, 0.207, 0.215, 0.184, 0.211, 0.213, 0.206, 0.216, 0.214, 0.226, 0.233, 0.173, 0.189, 0.189, 0.168, 0.190, 0.195]
}

***

2.
{
  "formula": "C21H25NO4",
  "method": "ωB97M-V/def2-TZVPD",
  "homo_ev": -8.1,
  "charge": 0,
  "multiplicity": 1,
  "smiles": "Cc1ccc(C(=O)OCC(=O)c2cc(C)n(C[C@H]3CCCO3)c2C)cc1",
  "gap_ev": 8.6769,
  "elements": ["C", "C", "C", "C", "C", "C", "O", "O", "C", "C", "O", "C", "C", "C", "C", "N", "C", "C", "C", "C", "C", "O", "C", "C", "C", "C", "H", "H", "H", "H", "H", "H", "H", "H", "H", "H", "H", "H", "H", "H", "H", "H", "H", "H", "H", "H", "H", "H", "H", "H", "H"],
  "xyz": [[-5.308, -3.373, -0.560], [-4.666, -2.039, -0.340], [-3.750, -1.524, -1.251], [-3.176, -0.283, -1.059], [-3.514, 0.472, 0.060], [-2.931, 1.810, 0.310], [-3.131, 2.461, 1.309], [-2.151, 2.216, -0.699], [-1.512, 3.481, -0.588], [-0.008, 3.338, -0.849], [0.512, 3.991, -1.734], [0.687, 2.402, 0.004], [0.217, 1.819, 1.216], [1.192, 0.991, 1.682], [1.198, 0.174, 2.925], [2.250, 1.028, 0.798], [3.456, 0.258, 0.915], [3.257, -1.258, 0.671], [2.392, -1.560, -0.570], [3.277, -2.480, -1.416], [4.675, -2.104, -0.925], [4.521, -1.864, 0.459], [1.964, 1.888, -0.213], [2.902, 2.198, -1.322], [-4.426, -0.039, 0.981], [-4.994, -1.279, 0.780], [-5.338, -3.944, 0.366], [-4.771, -3.947, -1.312], [-6.334, -3.239, -0.902], [-3.486, -2.105, -2.123], [-2.466, 0.109, -1.771], [-1.691, 3.896, 0.411], [-1.937, 4.148, -1.345], [-0.713, 2.017, 1.707], [1.022, -0.880, 2.710], [0.402, 0.521, 3.578], [2.146, 0.262, 3.453], [4.178, 0.625, 0.184], [3.891, 0.394, 1.911], [2.842, -1.720, 1.572], [1.451, -2.032, -0.295], [2.160, -0.643, -1.109], [3.154, -2.322, -2.485], [3.075, -3.525, -1.185], [5.413, -2.897, -1.040], [5.037, -1.201, -1.437], [3.791, 2.704, -0.942], [3.219, 1.302, -1.856], [2.403, 2.867, -2.017], [-4.676, 0.556, 1.847], [-5.703, -1.669, 1.496]],
  "nbo_charge": [-0.631, 0.017, -0.248, -0.093, -0.205, 0.794, -0.609, -0.504, -0.175, 0.554, -0.562, -0.262, -0.266, 0.143, -0.644, -0.334, -0.233, 0.091, -0.440, -0.427, -0.068, -0.523, 0.247, -0.674, -0.139, -0.228, 0.221, 0.216, 0.225, 0.210, 0.222, 0.229, 0.210, 0.233, 0.215, 0.237, 0.215, 0.222, 0.214, 0.186, 0.225, 0.212, 0.217, 0.207, 0.197, 0.155, 0.223, 0.209, 0.275, 0.234, 0.212]
}

***

The winner here is 2, beating the second structure by 0.750 eV.

***

1.
{
  "formula": "C38H33NO5PbS4Te",
  "method": "ωB97M-V/def2-TZVPD",
  "homo_ev": -7.7,
  "charge": 0,
  "multiplicity": 1,
  "gap_ev": 4.3204,
  "elements": ["Pb", "S", "S", "S", "S", "C", "O", "C", "C", "C", "C", "C", "C", "O", "C", "O", "C", "H", "H", "H", "H", "H", "H", "H", "H", "H", "C", "C", "C", "C", "C", "O", "C", "C", "C", "C", "C", "C", "C", "O", "C", "C", "C", "N", "C", "C", "Te", "C", "C", "C", "C", "C", "C", "C", "C", "C", "C", "C", "C", "H", "H", "H", "H", "H", "H", "H", "H", "H", "H", "H", "H", "H", "H", "H", "H", "H", "H", "H", "H", "H", "H", "H", "H"],
  "xyz": [[-1.751, -0.560, -1.925], [-6.255, -2.045, -2.413], [-6.748, -3.926, -1.954], [-5.525, -5.157, -2.935], [-5.187, -6.678, -1.807], [4.481, -0.721, -5.792], [4.286, 0.473, -5.017], [3.147, 0.785, -4.384], [3.117, 2.153, -3.980], [1.936, 2.639, -3.438], [0.817, 1.773, -3.192], [-0.356, 2.375, -2.616], [-0.494, 3.865, -2.680], [-1.280, 1.767, -2.138], [0.847, 0.382, -3.560], [-0.138, -0.453, -3.436], [2.049, -0.051, -4.302], [5.529, -0.772, -6.120], [3.830, -0.636, -6.661], [4.127, -1.615, -5.297], [4.045, 2.696, -4.069], [1.838, 3.659, -3.101], [-1.511, 4.167, -2.543], [-0.102, 4.331, -3.580], [0.020, 4.220, -1.835], [1.985, -1.003, -4.843], [2.463, 0.944, 4.345], [1.883, 0.596, 3.003], [2.668, 0.333, 1.832], [2.073, -0.008, 0.581], [3.057, -0.275, -0.560], [3.983, 0.509, -0.742], [3.121, -1.597, -1.318], [4.215, -1.814, -2.166], [4.367, -3.009, -2.859], [3.318, -3.947, -2.795], [2.233, -3.763, -1.897], [2.129, -2.548, -1.204], [0.703, -0.276, 0.568], [0.071, -0.705, -0.501], [-0.036, 0.053, 1.687], [0.520, 0.545, 2.861], [-1.472, -0.289, 1.614], [-1.954, -1.455, 1.875], [-0.976, -2.450, 2.350], [-0.583, -2.391, 3.826], [-2.127, -2.142, 5.328], [-2.526, -0.119, 5.194], [-3.569, 0.303, 4.355], [-3.855, 1.704, 4.208], [-2.982, 2.648, 4.688], [-1.888, 2.192, 5.510], [-1.726, 0.856, 5.786], [-2.413, 0.693, 1.017], [-2.120, 2.044, 0.879], [-3.027, 2.878, 0.246], [-4.172, 2.329, -0.291], [-4.532, 0.991, -0.150], [-3.648, 0.196, 0.563], [3.302, 1.599, 4.209], [2.764, 0.118, 5.059], [1.632, 1.498, 4.890], [3.761, 0.398, 2.056], [5.016, -1.135, -2.185], [5.274, -3.286, -3.468], [3.313, -4.799, -3.443], [1.462, -4.501, -1.869], [1.276, -2.411, -0.551], [-0.142, 0.765, 3.718], [-0.029, -2.431, 1.775], [-1.348, -3.460, 2.186], [0.066, -1.510, 4.062], [-0.023, -3.262, 4.127], [-4.311, -0.385, 4.033], [-4.768, 1.952, 3.722], [-3.198, 3.747, 4.569], [-1.207, 2.883, 6.010], [-0.867, 0.562, 6.462], [-1.087, 2.416, 1.190], [-2.851, 3.894, -0.038], [-4.730, 2.995, -0.912], [-5.418, 0.532, -0.562], [-3.794, -0.871, 0.744]],
  "mulliken_charge": [1.335, -0.228, 0.161, 0.223, -0.173, -0.758, -0.407, 0.758, -1.099, -0.719, 0.003, 1.067, -2.108, -0.258, 0.836, -1.112, -0.221, 0.226, 0.377, 0.225, 0.421, 0.455, 0.429, 0.504, 0.448, 0.357, -1.604, 1.246, -1.181, 1.563, -0.060, -0.676, 0.501, -0.828, -0.730, -0.276, -1.311, 0.437, 0.030, -1.082, -0.559, -0.119, 0.375, -0.491, 0.157, -0.874, 0.233, -0.301, -0.204, -0.528, -0.449, -0.289, -0.253, 0.948, 0.047, -1.098, -0.452, -1.118, -0.020, 0.496, 0.244, 0.266, 0.354, 0.522, 0.359, 0.431, 0.463, 0.336, -0.082, -0.385, 0.650, -0.127, 0.632, 0.450, 0.417, 0.349, 0.398, 0.265, 0.230, 0.530, 0.414, 0.505, 0.507]
}

***

2.
{
  "formula": "C38H33NO5PbS4Te",
  "method": "ωB97M-V/def2-TZVPD",
  "homo_ev": [-7.9, -7.9],
  "charge": 0,
  "multiplicity": 1,
  "gap_ev": [5.6246, 5.6227],
  "elements": ["Pb", "S", "S", "S", "S", "C", "O", "C", "C", "C", "C", "C", "C", "O", "C", "O", "C", "H", "H", "H", "H", "H", "H", "H", "H", "H", "C", "C", "C", "C", "C", "O", "C", "C", "C", "C", "C", "C", "C", "O", "C", "C", "C", "N", "C", "C", "Te", "C", "C", "C", "C", "C", "C", "C", "C", "C", "C", "C", "C", "H", "H", "H", "H", "H", "H", "H", "H", "H", "H", "H", "H", "H", "H", "H", "H", "H", "H", "H", "H", "H", "H", "H", "H"],
  "xyz": [[1.417, 3.406, -1.169], [-1.575, 0.201, 2.387], [-0.972, -0.272, 4.101], [0.317, 1.163, 4.694], [0.688, 2.401, 3.239], [-2.564, 4.086, 4.362], [-3.281, 3.389, 3.349], [-2.780, 3.448, 2.077], [-3.556, 2.750, 1.094], [-3.148, 2.801, -0.221], [-1.927, 3.455, -0.630], [-1.653, 3.706, -2.012], [-2.837, 3.952, -2.927], [-0.519, 3.842, -2.506], [-1.098, 3.987, 0.398], [0.131, 4.432, 0.287], [-1.650, 4.083, 1.718], [-2.888, 3.803, 5.357], [-2.723, 5.134, 4.255], [-1.457, 4.002, 4.254], [-4.529, 2.283, 1.441], [-3.682, 2.285, -0.997], [-3.355, 4.893, -2.677], [-3.632, 3.277, -2.679], [-2.539, 4.042, -3.953], [-1.032, 4.697, 2.370], [2.334, -3.741, -2.476], [1.917, -2.339, -2.156], [0.792, -1.739, -2.753], [0.433, -0.451, -2.273], [-0.797, 0.247, -2.799], [-0.728, 0.955, -3.761], [-2.107, -0.081, -2.171], [-3.287, 0.389, -2.747], [-4.518, 0.121, -2.180], [-4.615, -0.738, -1.074], [-3.430, -1.135, -0.458], [-2.215, -0.839, -1.028], [1.128, 0.243, -1.265], [0.709, 1.442, -0.852], [2.186, -0.417, -0.657], [2.605, -1.619, -1.189], [2.766, 0.039, 0.624], [2.574, -0.559, 1.692], [1.789, -1.768, 1.859], [2.680, -2.991, 2.108], [1.567, -4.736, 2.823], [0.416, -5.277, 1.149], [-0.502, -4.350, 0.566], [-1.277, -4.762, -0.485], [-1.059, -5.954, -1.097], [-0.067, -6.802, -0.623], [0.688, -6.503, 0.504], [3.680, 1.194, 0.685], [4.450, 1.455, -0.446], [5.389, 2.487, -0.427], [5.689, 3.135, 0.736], [4.865, 2.896, 1.909], [3.877, 1.966, 1.828], [2.012, -4.401, -1.677], [3.460, -3.697, -2.529], [1.861, -4.166, -3.361], [0.186, -2.256, -3.522], [-3.321, 1.031, -3.648], [-5.462, 0.513, -2.531], [-5.567, -1.100, -0.762], [-3.521, -1.716, 0.480], [-1.322, -1.265, -0.549], [3.436, -2.088, -0.703], [1.139, -1.905, 1.033], [1.166, -1.617, 2.764], [3.391, -2.885, 2.926], [3.198, -3.342, 1.200], [-0.688, -3.365, 0.912], [-2.194, -4.172, -0.679], [-1.742, -6.232, -1.877], [0.122, -7.728, -1.114], [1.535, -7.114, 0.881], [4.335, 0.864, -1.356], [6.004, 2.624, -1.309], [6.540, 3.819, 0.734], [5.019, 3.507, 2.783], [3.326, 1.676, 2.727]],
  "mulliken_charge": [1.174, -0.037, 0.067, 0.046, -0.023, -0.682, -0.419, 0.824, -1.144, -0.053, -0.245, 1.216, -1.513, -0.769, 0.758, -1.062, -0.578, 0.241, 0.394, 0.154, 0.239, 0.133, 0.392, 0.410, 0.334, 0.728, -1.612, 0.563, -0.628, 1.058, -0.334, -0.679, 0.379, -0.532, -0.591, -0.962, -0.403, 0.517, -0.637, -1.061, 1.061, -0.340, 0.032, -0.509, 0.780, -1.331, 0.244, -0.343, -0.097, -0.240, -0.554, -0.543, -0.497, 0.265, -0.163, -0.714, -0.559, -0.882, -0.001, 0.173, 0.382, 0.395, 0.383, 0.552, 0.359, 0.462, 0.434, 0.140, 0.745, -0.296, 0.000, 0.534, 0.274, 0.677, 0.258, 0.448, 0.381, 0.338, 0.348, 0.436, 0.383, 0.447, 0.473]
}

***

The winner here is 2, beating the second structure by 1.341 eV.